C41H64BF18O19P2 | ωB97M-V/def2-TZVPD

Cartesian coordinates (Å):
C  6.515  -3.866  2.200
C  5.187  -4.259  2.220
C  4.658  -5.490  1.515
O  4.196  -6.440  2.051
O  4.721  -5.441  0.149
C  3.430  -5.158  -0.427
C  2.993  -3.708  -0.117
C  2.268  -2.987  -1.273
C  2.532  -1.462  -1.359
C  2.631  -0.744  0.018
C  1.213  -0.562  0.632
P  0.912  1.087  1.626
B  -0.884  1.025  0.828
O  -1.160  1.357  -0.521
C  -2.136  0.601  1.753
C  -3.347  0.141  0.886
P  2.871  0.799  2.681
C  2.575  -0.763  3.685
O  3.148  1.972  3.869
O  1.498  2.164  0.416
C  0.971  3.472  0.527
C  0.460  3.644  1.996
C  0.775  4.929  2.750
C  2.312  4.925  3.162
C  3.181  5.992  2.392
O  3.182  4.455  2.189
O  0.537  2.441  2.706
H  7.251  -4.429  2.782
H  6.807  -3.003  1.596
H  4.447  -3.691  2.798
H  3.522  -5.280  -1.511
H  2.661  -5.859  -0.073
H  3.897  -3.151  0.161
H  2.341  -3.690  0.772
H  1.201  -3.244  -1.275
H  2.656  -3.426  -2.208
H  1.652  -1.023  -1.856
H  3.374  -1.220  -2.025
H  3.108  0.223  -0.191
H  3.328  -1.256  0.695
H  0.451  -0.734  -0.150
H  1.072  -1.392  1.346
H  0.338  0.205  2.660
H  -1.814  2.063  -0.583
H  -1.862  -0.203  2.446
H  -2.389  1.514  2.323
H  -3.703  0.936  0.219
H  -4.166  -0.243  1.511
H  -2.986  -0.664  0.227
H  3.391  -0.806  4.419
H  2.551  -1.657  3.059
H  1.634  -0.600  4.244
H  2.646  1.779  4.674
H  1.793  4.131  0.203
H  0.209  3.629  -0.259
H  -0.652  3.734  1.851
H  0.649  5.828  2.140
H  0.305  4.991  3.737
H  2.560  4.758  4.210
H  4.240  5.969  2.654
H  2.910  6.139  1.350
C  0.475  11.593  -0.900
C  1.748  10.821  -1.180
O  1.655  9.475  -0.684
C  1.012  8.609  -1.461
O  0.512  8.864  -2.519
C  1.039  7.214  -0.827
F  0.749  7.259  0.485
F  2.251  6.654  -0.956
F  0.160  6.392  -1.402
H  0.236  11.560  0.164
H  0.583  12.633  -1.207
H  -0.372  11.161  -1.434
H  2.583  11.280  -0.655
H  1.993  10.821  -2.242
C  -1.567  -4.659  -5.800
C  -0.690  -5.887  -5.676
O  0.672  -5.593  -6.042
C  1.413  -5.021  -5.095
O  1.039  -4.740  -3.997
C  2.844  -4.812  -5.605
F  2.863  -4.304  -6.849
F  3.516  -5.978  -5.639
F  3.530  -3.977  -4.824
H  -1.492  -4.236  -6.803
H  -2.608  -4.913  -5.595
H  -1.257  -3.882  -5.099
H  -1.030  -6.657  -6.368
H  -0.733  -6.312  -4.673
C  -0.960  8.003  -5.603
C  0.067  9.021  -6.050
O  0.004  9.234  -7.476
C  -0.936  10.069  -7.901
O  -1.723  10.646  -7.210
C  -0.843  10.227  -9.424
F  -0.687  9.046  -10.042
F  0.207  10.998  -9.763
F  -1.939  10.800  -9.929
H  -0.847  7.074  -6.163
H  -0.850  7.792  -4.541
H  -1.974  8.364  -5.782
H  1.068  8.648  -5.842
H  -0.044  9.965  -5.518
C  -5.019  -10.063  -2.577
C  -5.124  -9.820  -4.068
O  -5.445  -8.445  -4.347
C  -4.425  -7.594  -4.324
O  -3.286  -7.876  -4.092
C  -4.908  -6.185  -4.685
F  -6.041  -5.859  -4.046
F  -5.156  -6.080  -6.003
F  -3.995  -5.259  -4.374
H  -5.932  -9.743  -2.073
H  -4.855  -11.121  -2.373
H  -4.196  -9.496  -2.144
H  -5.938  -10.412  -4.484
H  -4.212  -10.113  -4.588
C  -0.040  -2.861  9.550
C  -0.605  -2.284  8.269
O  -0.074  -0.971  8.019
C  1.134  -0.928  7.456
O  1.793  -1.878  7.158
C  1.544  0.529  7.207
F  1.286  1.308  8.275
F  0.877  1.045  6.166
F  2.848  0.635  6.943
H  -0.212  -2.180  10.385
H  -0.505  -3.821  9.775
H  1.038  -3.008  9.472
H  -1.683  -2.166  8.361
H  -0.423  -2.939  7.418
C  -5.712  -2.861  2.929
C  -4.292  -3.306  2.654
O  -3.576  -3.532  3.883
C  -3.773  -4.696  4.482
O  -4.496  -5.570  4.101
C  -2.891  -4.780  5.733
F  -2.933  -3.645  6.453
F  -1.607  -4.994  5.407
F  -3.262  -5.778  6.544
H  -5.718  -1.986  3.580
H  -6.221  -2.613  1.998
H  -6.278  -3.644  3.436
H  -3.754  -2.519  2.129
H  -4.264  -4.194  2.023

Force components x, y, z for each atom (eV/Å):
C -0.68 -0.20 0.03
C 0.66 -0.10 -0.39
C 0.87 -0.40 1.33
O -0.88 -1.19 0.74
O -0.08 0.66 0.31
C -0.79 0.69 -0.35
C -0.10 0.11 0.09
C 0.74 -0.47 -0.57
C -0.70 0.05 0.49
C -0.32 0.24 -1.37
C 1.40 -0.54 0.14
P -2.27 -1.77 0.48
B -0.37 0.62 0.34
O 0.35 0.27 0.47
C -0.47 0.04 -1.19
C 0.65 -0.13 0.37
P 2.11 -0.13 -0.67
C -0.25 1.45 0.50
O -0.39 -0.78 0.39
O 0.39 0.12 0.34
C 1.40 -0.48 -0.43
C -3.49 0.20 -0.67
C 3.31 -0.65 1.05
C -0.11 1.86 -2.28
C 0.53 -4.17 -0.21
O -0.68 -0.37 1.32
O 1.13 0.93 -0.34
H 0.46 -0.97 -1.88
H -0.10 1.12 1.93
H -0.41 0.94 -1.84
H 0.28 -0.09 0.24
H 0.44 -0.12 0.02
H -0.14 -0.11 -0.22
H 0.28 -0.01 -0.11
H 0.17 0.28 0.17
H -0.22 0.08 0.17
H 0.30 0.00 -0.01
H 0.09 -0.35 0.38
H -0.30 -0.06 0.24
H -0.25 0.09 -0.06
H 0.24 0.34 0.07
H -0.16 0.32 -0.05
H 0.02 0.25 0.35
H -0.23 -0.42 -0.09
H 0.07 0.35 0.07
H 0.08 -0.36 0.14
H -0.12 -0.14 0.25
H -0.03 0.18 -0.28
H -0.31 0.08 0.12
H -0.06 -0.21 -0.25
H -0.09 0.16 0.10
H 0.05 -0.56 -0.25
H -0.16 0.23 -0.27
H -0.17 0.14 0.63
H -0.33 -0.15 0.61
H 0.25 0.42 -0.17
H -0.50 -0.44 0.21
H -0.71 -0.01 -0.50
H 0.13 -0.19 -0.21
H -0.26 1.60 0.29
H -0.24 1.63 0.49
C -0.25 -0.21 0.04
C 0.01 0.65 -0.07
O 0.05 -0.37 0.00
C 0.22 0.76 -0.07
O -0.09 -0.32 -0.04
C -0.13 -1.22 0.54
F 0.02 0.39 -0.46
F -0.06 0.41 -0.13
F 0.04 0.44 -0.12
H 0.10 0.07 0.01
H 0.05 -0.02 0.00
H 0.06 0.04 -0.08
H 0.02 -0.26 0.13
H -0.11 -0.21 0.00
C 0.12 0.24 -0.12
C -0.67 -0.04 0.06
O 0.44 -0.04 -0.06
C -0.86 -0.31 0.02
O 0.40 0.11 0.03
C 0.93 0.31 -0.29
F -0.19 -0.11 0.18
F -0.30 0.05 0.06
F -0.32 -0.16 0.03
H -0.02 -0.10 -0.03
H 0.64 0.13 -0.32
H -0.04 -0.08 0.08
H 0.27 0.01 -0.10
H 0.17 0.12 0.03
C -0.30 -0.04 -0.24
C 0.05 -0.30 0.73
O 0.03 0.21 -0.42
C 0.27 -0.27 0.88
O -0.14 0.17 -0.38
C -0.06 0.01 -0.99
F -0.02 0.11 0.26
F -0.10 -0.08 0.27
F 0.11 -0.05 0.32
H 0.12 -0.01 0.06
H 0.09 0.05 -0.02
H 0.03 0.08 0.07
H 0.04 0.03 -0.29
H -0.13 0.06 -0.19
C 0.06 0.31 0.15
C 0.02 -0.66 0.24
O -0.03 0.37 -0.21
C -0.01 -0.89 0.10
O 0.07 0.41 -0.10
C -0.46 1.09 -0.06
F 0.19 -0.28 0.01
F 0.17 -0.29 0.14
F -0.53 -0.54 0.39
H -0.05 -0.10 -0.06
H -0.01 0.00 -0.05
H 0.06 -0.08 -0.06
H -0.11 0.26 -0.08
H 0.06 0.24 0.02
C 0.29 0.15 0.08
C -0.23 -0.50 0.23
O 0.10 0.33 -0.17
C -0.50 -0.67 0.11
O 0.25 0.26 -0.02
C 0.29 0.93 -0.20
F -0.02 -0.28 -0.04
F -0.03 -0.25 0.19
F -0.20 -0.28 0.10
H -0.12 -0.04 -0.01
H -0.03 0.02 -0.04
H -0.03 -0.08 -0.08
H 0.05 0.28 -0.07
H 0.18 0.14 -0.04
C -0.10 -0.12 0.35
C -0.34 0.32 -0.60
O 0.29 -0.14 0.29
C -0.32 0.34 -0.82
O 0.13 -0.20 0.36
C 0.64 -0.10 0.91
F -0.17 -0.12 -0.22
F -0.27 0.05 -0.21
F -0.19 0.12 -0.32
H 0.05 0.07 -0.12
H 0.07 0.02 -0.02
H 0.01 -0.05 -0.10
H 0.19 -0.01 0.24
H 0.03 -0.14 0.24

Properties
E_HOMO = -2.7 eV
LUMO energy = 1.55 eV
total charge = -1
electronic energy = -150622.0616 eV